Computed, not measured: C36H24N4O3PReS3 as an isolated structure in a non-equilibrium geometry, with ωB97M-V/def2-TZVPD.

The HOMO energy (alpha / beta) is -10.24 / -10.90 eV. The calculation puts the relative energy (zero: lowest compared OMol25 entry of this formula, charge and spin) at 0.0 kcal/mol. Its total energy is -3445.08362 Ha.

```
! RIJCOSX wB97M-V def2-TZVPD def2/J DEFGRID3
* xyz 1 2
Re 0.3382 0.1675 -0.0135
C -2.5980 3.0342 1.7118
C -2.4285 2.8649 3.0739
C -1.5558 1.8888 3.5123
C -0.8398 1.1408 2.5924
N -0.9288 1.3761 1.2637
C -1.8374 2.2800 0.8483
C 0.0164 0.0103 2.9921
C 0.2223 -0.3876 4.3002
C 0.9691 -1.5267 4.5523
C 1.4949 -2.2403 3.4909
C 1.2781 -1.7737 2.2101
N 0.5604 -0.6669 1.9679
H -3.3016 3.7526 1.3152
H -2.9815 3.4649 3.7844
H -1.4398 1.6940 4.5671
H -1.9414 2.4022 -0.2150
H -0.1974 0.1787 5.1173
H 1.1276 -1.8560 5.5708
H 2.0759 -3.1378 3.6453
H 1.6906 -2.2784 1.3491
S 2.5594 0.8053 0.4257
C 3.0668 2.3318 -0.1784
C 4.4163 2.6954 -0.1492
C 4.8072 3.9168 -0.6593
C 6.1966 4.2842 -0.6526
N 7.3132 4.5546 -0.6497
C 3.8274 4.7852 -1.2009
C 2.5014 4.4123 -1.2019
C 2.1214 3.1693 -0.6845
S 0.5141 2.6389 -0.6157
C 4.2174 6.0504 -1.7623
N 4.5326 7.0583 -2.2152
H 5.1499 2.0177 0.2692
H 1.7450 5.0721 -1.6077
O -0.4205 -3.6542 -0.6400
S -0.2594 -2.3118 -1.0687
O -1.2440 -1.3256 -0.5121
O 1.0821 -1.6888 -0.7432
C -0.3292 -2.2025 -2.8118
C -0.3681 -3.3591 -3.5730
C -0.3010 -3.2522 -4.9523
C -0.1964 -2.0029 -5.5446
C -0.1502 -0.8523 -4.7671
C -0.2086 -0.9361 -3.3796
P -0.1642 0.6095 -2.3768
C -1.8357 1.2780 -2.6964
C -2.8948 0.3835 -2.8583
C -4.1867 0.8497 -3.0548
C -4.4388 2.2125 -3.0935
C -3.3957 3.1115 -2.9227
C -2.1024 2.6526 -2.7175
C 1.0406 1.5598 -3.3603
C 0.7116 2.5430 -4.2891
C 1.7174 3.2093 -4.9777
C 3.0499 2.8890 -4.7589
C 3.3794 1.8757 -3.8690
C 2.3791 1.2106 -3.1772
H -0.4497 -4.3185 -3.0790
H -0.3192 -4.1447 -5.5634
H -0.1436 -1.9174 -6.6223
H -0.0661 0.1172 -5.2399
H -2.7184 -0.6836 -2.8272
H -4.9941 0.1404 -3.1824
H -5.4454 2.5755 -3.2559
H -3.5904 4.1766 -2.9526
H -1.3031 3.3627 -2.5811
H -0.3209 2.8015 -4.4772
H 1.4577 3.9834 -5.6887
H 3.8302 3.4191 -5.2900
H 4.4169 1.6101 -3.7095
H 2.6345 0.4107 -2.4907
*
```